Entry 1
11
Properties=species:S:1:pos:R:3 method="wB97M-V/def2-TZVPD" mol_weight_g_mol=81.1 total_charge=+1
N -2.280 0.083 0.263
N 0.486 -0.838 -0.067
C 2.512 0.763 -0.072
C -3.063 0.690 -0.321
C 1.465 -0.093 -0.019
C -0.664 -1.342 0.216
H -1.141 -1.818 -0.610
H -1.126 -1.350 1.216
H 2.829 1.016 0.943
H 3.005 0.836 -0.997
H -3.995 1.096 -0.638

Entry 2
11
Properties=species:S:1:pos:R:3 method="wB97M-V/def2-TZVPD" mol_weight_g_mol=81.1 total_charge=+1
N -0.482 -1.861 0.495
N 0.815 -0.130 -0.697
C -0.431 -0.700 -0.126
C 1.061 1.157 -0.510
C -0.627 0.634 0.521
C 0.114 1.739 0.426
H -1.067 -0.729 -1.444
H -0.066 2.751 0.757
H -0.174 -2.050 1.426
H -1.020 -2.626 0.083
H 1.876 1.815 -0.930

Entry 3
11
Properties=species:S:1:pos:R:3 method="wB97M-V/def2-TZVPD" mol_weight_g_mol=81.1 total_charge=+1
N 1.250 2.065 1.557
N -0.393 0.577 0.363
C 1.895 1.871 0.496
C 0.602 1.293 0.627
C -1.380 -0.458 -0.886
C -0.990 -1.807 -0.847
H -1.899 -2.410 -0.447
H 2.730 2.207 -0.072
H -1.109 0.503 1.221
H -0.087 -1.815 -0.155
H -0.619 -2.026 -1.856

Which of them is the most stable? Correct choice: entry 1.

Entry 1
10
Properties=species:S:1:pos:R:3 method="wB97M-V/def2-TZVPD" mol_weight_g_mol=143.0 smiles=S[C@H]1CC1(Cl)Cl
Cl 1.404 1.451 0.898
Cl -0.657 -0.550 1.488
S -0.383 -1.595 -1.680
C -0.852 1.028 -0.673
C 0.169 0.011 -1.223
C 0.070 0.414 0.266
H -1.915 0.701 -0.618
H -0.714 2.094 -0.905
H 1.044 0.468 -1.660
H -1.301 -1.790 -0.718

Entry 2
10
Properties=species:S:1:pos:R:3 method="wB97M-V/def2-TZVPD" mol_weight_g_mol=143.0 smiles="SCC=C(Cl)Cl"
Cl 2.342 -1.594 -0.030
Cl 3.025 1.233 0.204
S -2.813 -0.012 -0.224
C 0.483 0.408 0.044
C 1.771 0.040 0.168
C -0.741 -0.551 -0.090
H -0.636 -1.445 0.521
H -0.760 -0.780 -1.257
H 0.313 1.554 0.054
H -2.983 1.147 0.609

Which of them is the most stable? Correct choice: entry 1.

Entry 1
18
Properties=species:S:1:pos:R:3 method="wB97M-V/def2-TZVPD" mol_weight_g_mol=122.1 smiles="CC(C)[PH2]=C(O)O"
P 0.627 1.178 0.060
O 1.981 -1.055 -0.976
O 3.153 0.318 0.229
C -1.058 0.320 0.378
C 1.953 -0.279 0.124
C -0.994 -0.924 1.242
C -1.564 -0.004 -1.054
H -0.339 -1.622 0.600
H 0.051 2.335 -0.346
H 0.612 1.574 1.366
H -1.025 -0.683 -1.575
H -1.461 0.927 -1.496
H 3.628 0.426 -0.528
H -1.922 -1.372 1.340
H 1.072 -1.265 -1.184
H -1.653 1.219 0.750
H -2.569 -0.341 -1.100
H -0.492 -0.751 2.171

Entry 2
18
Properties=species:S:1:pos:R:3 method="wB97M-V/def2-TZVPD" mol_weight_g_mol=122.1
P 2.627 0.509 0.019
O 2.647 -0.752 -0.687
O 0.546 0.955 0.593
C -1.756 0.698 0.589
C -0.418 -1.286 0.854
C -0.423 0.062 0.203
C -0.517 0.021 -1.394
H -2.493 0.020 -0.050
H -1.879 0.715 1.681
H -1.133 -1.789 0.238
H 0.275 -0.512 -1.931
H 0.535 -1.861 0.773
H -0.555 0.983 -1.805
H -0.625 -1.108 1.916
H 2.912 1.736 -0.788
H 3.404 0.402 1.258
H -1.731 1.708 0.136
H -1.416 -0.499 -1.606

Which of them is the most stable? Correct choice: entry 2.

Entry 1
51
Properties=species:S:1:pos:R:3 method="wB97M-V/def2-TZVPD" mol_weight_g_mol=278.3 smiles=CC[C@@H](CNC)NC.O.O.O.O.O.O.O.O.O
O 1.815 3.602 -0.652
O -2.583 2.207 1.520
O -0.838 -1.497 1.965
O 2.140 -3.342 1.707
O 2.445 0.603 2.146
O 4.425 -1.789 1.814
O 0.870 2.779 3.177
O -1.489 0.323 3.698
O 1.086 0.419 -4.486
N -0.779 1.517 -1.900
N 0.168 -0.982 -1.027
C -1.093 -0.970 -1.779
C -2.251 -1.940 -1.033
C -1.711 0.448 -1.712
C 0.933 -2.061 -1.542
C -2.973 -2.664 -2.275
C -1.453 2.786 -1.844
H -0.164 -2.239 1.856
H -0.358 1.442 -2.972
H -4.037 -2.720 -2.240
H -3.378 2.173 2.019
H 1.588 -1.667 -2.265
H 1.892 3.269 -1.606
H 2.144 0.161 2.934
H -0.977 3.592 -2.209
H 0.489 0.591 -3.672
H -1.996 1.808 2.220
H -0.921 -1.159 1.060
H 1.815 0.019 -4.148
H 0.281 2.791 2.379
H 1.512 -2.782 -0.851
H 3.859 -0.986 2.040
H -1.964 0.105 4.464
H 0.449 2.007 3.719
H -1.009 -1.213 -2.853
H -2.521 -3.678 -2.375
H -0.989 -0.392 3.229
H 1.956 1.385 2.314
H 1.483 -2.881 2.214
H 1.346 2.894 -0.230
H 0.564 0.026 -1.033
H 4.834 -1.560 0.944
H -1.585 -2.671 -0.431
H -2.756 -1.946 -3.166
H -2.295 0.425 -0.757
H -1.690 3.146 -0.765
H 2.939 -2.801 1.825
H -2.558 2.825 -2.149
H 0.211 -2.680 -2.076
H -2.593 0.309 -2.462
H -2.978 -1.368 -0.455

Entry 2
51
Properties=species:S:1:pos:R:3 method="wB97M-V/def2-TZVPD" mol_weight_g_mol=278.3 smiles=CCNCCNCC.O.O.O.O.O.O.O.O.O
O -1.690 -1.790 -3.174
O -2.028 -3.695 -1.005
O 2.805 -2.575 -0.724
O -2.510 1.300 -1.458
O 0.048 -1.680 0.742
O -4.661 -0.417 -0.733
O -3.445 -1.710 1.203
O 0.260 -2.271 3.440
O 4.425 0.158 0.977
N 0.620 1.350 -0.779
N 1.730 2.812 1.758
C 0.624 0.472 -2.053
C 1.076 1.793 2.626
C -0.476 1.527 2.427
C 1.944 0.132 -2.684
C 1.071 3.384 0.657
C 1.159 2.763 -0.778
H 1.437 4.410 0.640
H -0.454 -1.644 3.747
H 2.938 -3.217 -1.366
H -0.703 -2.224 0.602
H 2.714 0.608 -2.092
H -2.406 -2.800 -1.003
H -3.977 -1.676 1.918
H -3.607 -1.260 0.362
H -0.528 0.748 1.687
H 3.797 -0.439 0.536
H -4.553 -0.488 -1.731
H -1.964 -3.911 -0.098
H 0.166 -1.438 1.609
H -2.486 0.879 -2.340
H 2.325 -0.822 -2.398
H 1.165 2.042 3.768
H 2.153 2.677 -1.152
H -0.046 3.273 0.680
H 2.663 2.414 1.456
H 0.130 -3.168 3.474
H 4.172 0.033 1.861
H -1.081 2.337 2.317
H -4.658 0.582 -0.785
H -1.689 -1.950 -4.158
H 0.468 3.333 -1.490
H 0.958 0.843 0.068
H -1.186 -2.515 -2.721
H -1.623 1.600 -1.278
H 1.575 0.737 2.591
H 0.027 0.973 -2.745
H 0.058 -0.391 -1.548
H 1.877 -2.424 -0.472
H 2.312 0.363 -3.685
H -0.924 0.962 3.299

Which of them is the most stable? Correct choice: entry 2.

Entry 1
12
Properties=species:S:1:pos:R:3 method="wB97M-V/def2-TZVPD" mol_weight_g_mol=106.1 smiles=CC#P.CS
S -2.043 -0.214 -1.295
P 2.101 -1.962 -0.354
C 1.600 -0.509 -0.149
C -1.525 -0.644 0.459
C 1.387 0.916 0.103
H 0.857 1.140 0.979
H -2.410 -1.268 0.874
H -0.665 -1.278 0.232
H -1.182 0.291 0.975
H -1.136 0.803 -1.388
H 0.714 1.355 -0.614
H 2.301 1.369 0.179

Entry 2
12
Properties=species:S:1:pos:R:3 method="wB97M-V/def2-TZVPD" mol_weight_g_mol=106.1
S 0.615 1.443 2.562
P -1.650 -1.902 -0.897
C -0.521 -0.742 -1.256
C 0.510 -0.049 1.374
C 0.246 0.526 -0.006
H -0.036 -0.775 -2.231
H -0.585 1.120 3.107
H -0.233 -0.658 1.858
H -0.285 1.400 0.097
H 1.498 -0.506 1.297
H 1.006 0.782 -0.676
H -1.507 -2.887 -1.863

Entry 3
12
Properties=species:S:1:pos:R:3 method="wB97M-V/def2-TZVPD" mol_weight_g_mol=106.1 smiles=CC1(C)PS1
S -1.152 1.908 0.372
P -1.756 0.806 -1.283
C -0.962 -0.825 0.922
C -0.504 0.245 -0.048
C 0.952 0.154 -0.432
H 1.265 1.023 -1.004
H 1.112 -0.740 -1.034
H -2.037 -0.761 1.084
H -0.465 -0.689 1.884
H -0.675 1.482 -2.388
H 1.572 0.082 0.464
H -0.719 -1.814 0.540

Which of them is the most stable? Correct choice: entry 3.

Entry 1
7
Properties=species:S:1:pos:R:3 method="wB97M-V/def2-TZVPD" mol_weight_g_mol=53.1
N 0.878 -1.410 -0.039
C 1.498 -0.362 0.019
C -2.616 -0.277 -0.133
C -1.565 -0.853 0.194
H 1.094 0.426 0.585
H -3.423 0.265 -0.520
H 2.498 -0.340 -0.561

Entry 2
7
Properties=species:S:1:pos:R:3 method="wB97M-V/def2-TZVPD" mol_weight_g_mol=53.1
N 1.363 -0.124 0.169
C -0.623 0.146 -0.074
C 0.383 0.846 -0.551
C 0.363 -0.780 0.596
H 0.307 -1.666 1.200
H -2.423 -0.116 -0.188
H 0.630 1.693 -1.152

Entry 3
7
Properties=species:S:1:pos:R:3 method="wB97M-V/def2-TZVPD" mol_weight_g_mol=53.1
N 1.638 -0.052 0.013
C -0.397 0.101 0.003
C 0.513 0.788 0.667
C 0.735 -0.682 -0.627
H -1.853 0.108 -0.360
H 0.820 -1.468 -1.356
H 0.622 1.589 1.368

Entry 4
7
Properties=species:S:1:pos:R:3 method="wB97M-V/def2-TZVPD" mol_weight_g_mol=53.1
N 1.771 -0.442 -0.134
C 0.849 -0.054 0.542
C 0.248 0.728 1.391
C -0.882 -0.270 -1.480
H 0.094 -0.666 -1.228
H -1.529 -0.670 -0.703
H -0.552 1.375 1.612

Which of them is the most stable? Correct choice: entry 3.

Entry 1
5
Properties=species:S:1:pos:R:3 method="wB97M-V/def2-TZVPD" mol_weight_g_mol=118.0 smiles="S=NCl.Cl"
Cl 0.074 -0.567 0.162
Cl 1.177 -2.976 2.817
S -1.602 -3.404 2.337
N -0.191 -3.273 1.801
H 0.698 -1.376 0.913

Entry 2
5
Properties=species:S:1:pos:R:3 method="wB97M-V/def2-TZVPD" mol_weight_g_mol=118.0
Cl 2.318 -1.550 -1.718
Cl 2.431 1.210 -2.359
S -0.192 -0.245 -1.713
N 1.297 -0.362 -2.368
H -0.047 -0.004 0.303

Which of them is the most stable? Correct choice: entry 1.

Entry 1
12
Properties=species:S:1:pos:R:3 method="wB97M-V/def2-TZVPD" mol_weight_g_mol=124.1 smiles="[NH2+]=C1NNOC1(F)F" total_charge=+1
F -1.864 -0.598 -1.108
F -1.866 -0.878 1.019
O -1.396 1.148 0.272
N 1.067 -1.540 -0.092
N 0.836 0.846 -0.052
N -0.202 1.795 -0.144
C -1.361 -0.168 0.038
C 0.463 -0.396 -0.057
H 0.540 -2.407 -0.114
H -0.071 2.586 0.500
H 2.079 -1.618 -0.129
H 1.774 1.231 -0.133

Entry 2
12
Properties=species:S:1:pos:R:3 method="wB97M-V/def2-TZVPD" mol_weight_g_mol=124.1 total_charge=+1
F 1.549 -1.688 -0.690
F -1.915 1.433 -0.244
O 2.054 0.609 -0.491
N 1.580 1.211 0.621
N 0.506 0.861 1.042
N -0.871 -1.039 0.592
C 1.124 -0.359 -0.727
C 0.059 -0.204 0.329
H -2.441 2.267 -0.089
H -1.475 -0.992 1.405
H 0.657 -0.265 -1.742
H -0.826 -1.834 -0.004

Which of them is the most stable? Correct choice: entry 1.